Entry 1:
Below is C28H43AsF6N5O4S2 as an isolated structure in a non-equilibrium geometry, with properties calculated with wB97M-V/def2-TZVPD.

Last column: Löwdin charge in e.
Element x y z (Å)
As -0.653 -0.153 -1.474  1.04
F 0.484 -1.610 -1.785  -0.32
F 0.642 0.865 -0.882  -0.26
F -1.874 1.198 -1.253  -0.30
F -2.027 -1.206 -2.134  -0.31
F -1.130 -0.786 0.169  -0.29
F -0.411 0.411 -3.241  -0.31
C 0.657 -5.209 2.530  -0.10
C 0.380 -4.634 1.151  -0.27
C -0.691 -3.533 1.096  -0.19
C -1.991 -4.099 1.534  -0.21
N -3.010 -4.542 1.968  0.12
H -0.060 -6.006 2.730  0.08
H 0.627 -4.385 3.243  0.06
H 1.657 -5.639 2.599  0.07
H 0.037 -5.431 0.491  0.11
H 1.287 -4.304 0.646  0.10
H -0.956 -3.235 0.082  0.10
H -0.310 -2.687 1.668  0.09
C 4.563 -2.167 -1.927  -0.21
C 4.152 -0.748 -1.394  -0.19
C 4.994 0.323 -2.125  -0.19
S 6.206 -0.587 -3.176  0.67
O 7.377 -0.960 -2.494  -0.29
O 6.198 0.048 -4.515  -0.36
C 5.148 -2.002 -3.315  -0.26
H 3.775 -2.920 -1.930  0.11
H 5.344 -2.519 -1.253  0.10
H 4.275 -0.677 -0.313  0.11
H 3.083 -0.635 -1.573  0.09
H 5.613 0.905 -1.442  0.10
H 4.342 0.918 -2.764  0.10
H 5.782 -2.759 -3.775  0.10
H 4.353 -2.013 -4.061  0.12
C -0.829 -1.463 4.584  -0.20
C -0.229 -0.356 3.676  -0.27
C 1.098 -0.152 4.101  -0.26
S 1.022 -0.145 5.929  0.70
O 0.833 1.192 6.491  -0.34
O 2.097 -0.992 6.393  -0.35
C -0.566 -1.062 6.046  -0.19
H -0.475 -2.470 4.362  0.09
H -1.902 -1.617 4.467  0.12
H -0.793 0.571 3.779  0.12
H -0.229 -0.571 2.607  0.11
H 1.526 0.799 3.784  0.12
H 1.626 -1.062 3.816  0.12
H -1.280 -0.241 6.114  0.10
H -0.482 -1.721 6.910  0.11
N -0.282 -1.358 -5.355  0.02
C -0.615 -2.570 -4.927  -0.16
C -0.811 -3.423 -6.022  -0.12
C -0.498 -2.680 -7.165  -0.12
C -0.360 -1.384 -6.684  -0.18
H -0.117 -0.517 -4.820  0.11
H -0.796 -2.620 -3.864  0.09
H -1.169 -4.440 -5.968  0.08
H -0.637 -3.025 -8.179  0.08
H -0.277 -0.421 -7.165  0.10
N -4.706 1.449 0.471  0.03
C -6.078 1.500 0.477  -0.13
C -6.467 1.091 1.706  -0.15
C -5.364 1.112 2.529  -0.11
C -4.310 1.162 1.662  -0.20
H -4.081 1.460 -0.322  0.14
H -6.639 1.688 -0.427  0.10
H -7.499 1.022 2.016  0.09
H -5.350 0.890 3.586  0.09
H -3.255 1.235 1.878  0.10
N 0.384 3.559 -1.573  0.01
C 0.172 4.838 -0.971  -0.06
C 0.478 5.716 -2.026  -0.15
C 0.714 5.003 -3.169  -0.14
C 0.587 3.658 -2.853  -0.17
H 0.431 2.713 -1.023  0.09
H -0.003 4.973 0.086  0.08
H 0.365 6.788 -2.091  0.09
H 0.994 5.442 -4.115  0.09
H 0.699 2.745 -3.417  0.10
N -0.955 4.956 3.041  -0.01
C -0.767 3.652 2.652  -0.13
C -1.495 3.441 1.496  -0.14
C -2.273 4.621 1.270  -0.10
C -2.011 5.478 2.367  -0.13
H -0.542 5.386 3.856  0.15
H -0.063 3.030 3.184  0.09
H -1.508 2.663 0.747  0.07
H -2.848 4.749 0.364  0.10
H -2.331 6.481 2.607  0.10

Energy relative to the best compared isomer or geometry (same formula, charge and spin), kcal/mol: 59.12
E_HOMO, eV: -5.6401
Net charge: -1
Gap between HOMO and LUMO, eV: 7.163

***

Entry 2:
Below is one molecule with the formula C4H5NO2, with properties calculated with wB97M-V/def2-TZVPD.

Last column: Löwdin charge in e.
Element x y z (Å)
C -0.369 -2.072 -0.510  -0.07
O -0.350 -0.748 -1.032  -0.06
C -0.197 0.238 -0.141  -0.41
N -0.668 0.203 1.079  0.13
O -0.247 1.386 1.656  -0.04
C 0.464 2.087 0.763  -0.11
C 0.536 1.428 -0.415  0.03
H 0.420 -2.192 0.238  0.10
H -1.335 -2.317 -0.061  0.09
H -0.175 -2.725 -1.363  0.09
H 0.883 3.017 1.119  0.13
H 1.037 1.693 -1.332  0.11

Energy relative to the best compared isomer or geometry (same formula, charge and spin), kcal/mol: 52.86
E_HOMO, eV: -9.8084
Net charge: 0
Gap between HOMO and LUMO, eV: 10.810
SMILES: COc1ccon1

***

Entry 3:
Below is a 5-piece molecular cluster, C30H72FN2O17P4 overall in a non-equilibrium geometry, with properties calculated with wB97M-V/def2-TZVPD.

Last column: Löwdin charge in e.
Element x y z (Å)
N -0.604 5.421 -5.089  -0.03
C 0.018 6.743 -4.854  -0.30
C -0.850 7.542 -3.892  -0.21
C -1.665 8.662 -4.573  -0.23
C -3.146 8.274 -4.692  -0.38
N -3.273 7.390 -5.828  -0.14
C -4.442 6.590 -5.719  -0.32
C -4.432 5.563 -4.588  -0.44
O -5.171 5.614 -3.635  0.07
F -3.578 4.499 -4.638  0.05
H -1.543 5.655 -5.421  0.03
H -0.159 4.994 -5.893  0.04
H 0.057 7.267 -5.811  0.09
H 1.020 6.543 -4.476  0.09
H -0.234 8.009 -3.119  0.09
H -1.557 6.910 -3.360  0.10
H -1.317 8.762 -5.601  0.08
H -1.530 9.636 -4.098  0.08
H -3.487 7.837 -3.738  0.09
H -3.715 9.212 -4.883  0.08
H -5.388 7.152 -5.597  0.10
H -4.525 6.020 -6.653  0.10
O -2.721 -0.072 -2.726  -0.21
P -4.137 -0.365 -3.065  0.58
O -4.971 0.110 -1.747  -0.23
C -4.975 1.507 -1.408  -0.27
C -5.598 2.370 -2.485  -0.07
O -4.119 -2.005 -2.874  -0.24
C -2.916 -2.733 -3.126  -0.28
C -2.256 -3.104 -1.815  -0.06
O -5.384 -0.434 -4.101  -0.20
C -6.490 -1.333 -3.974  -0.26
C -7.511 -0.948 -2.923  -0.07
H -3.953 1.835 -1.197  0.11
H -5.547 1.597 -0.484  0.12
H -4.988 2.367 -3.394  0.07
H -5.692 3.401 -2.149  0.08
H -6.587 2.002 -2.760  0.07
H -2.239 -2.155 -3.752  0.11
H -3.186 -3.632 -3.685  0.12
H -2.241 -2.260 -1.135  0.05
H -1.231 -3.448 -1.973  0.05
H -2.815 -3.902 -1.320  0.08
H -6.156 -2.358 -3.833  0.11
H -6.981 -1.305 -4.949  0.12
H -7.168 -1.190 -1.919  0.07
H -8.434 -1.509 -3.088  0.08
H -7.738 0.116 -2.956  0.07
O -1.399 -0.517 4.767  -0.20
P -1.188 -1.705 3.893  0.61
O -2.721 -1.999 3.403  -0.21
C -3.346 -1.051 2.533  -0.26
C -2.609 -0.917 1.215  -0.06
O -1.000 -2.812 5.105  -0.24
C -0.371 -2.443 6.339  -0.27
C -1.408 -2.252 7.428  -0.07
O -0.481 -2.716 2.826  -0.22
C -0.669 -4.138 2.803  -0.25
C -1.985 -4.601 2.213  -0.06
H -3.422 -0.082 3.033  0.11
H -4.360 -1.411 2.357  0.12
H -1.618 -0.472 1.364  0.08
H -3.166 -0.284 0.522  0.08
H -2.456 -1.887 0.753  0.04
H 0.227 -1.543 6.212  0.09
H 0.313 -3.250 6.609  0.12
H -2.255 -1.666 7.073  0.07
H -0.974 -1.753 8.295  0.08
H -1.804 -3.218 7.748  0.07
H -0.507 -4.576 3.784  0.11
H 0.136 -4.510 2.167  0.12
H -2.807 -4.480 2.916  0.08
H -1.923 -5.665 1.975  0.08
H -2.232 -4.053 1.305  0.06
O 3.351 -0.388 6.439  -0.21
P 4.231 -0.192 5.257  0.56
O 5.153 1.098 5.651  -0.21
C 6.054 0.988 6.751  -0.28
C 7.116 -0.076 6.538  -0.08
O 3.155 0.474 4.212  -0.23
C 1.767 0.133 4.282  -0.29
C 0.989 1.259 4.934  -0.07
O 5.143 -0.761 4.044  -0.21
C 5.388 -0.046 2.822  -0.26
C 6.405 1.070 2.919  -0.07
H 5.491 0.790 7.667  0.11
H 6.529 1.963 6.859  0.12
H 6.672 -1.077 6.518  0.07
H 7.853 -0.048 7.341  0.08
H 7.629 0.065 5.588  0.06
H 1.643 -0.813 4.812  0.08
H 1.424 -0.034 3.255  0.11
H 1.501 1.627 5.823  0.08
H -0.008 0.942 5.209  0.04
H 0.904 2.103 4.246  0.08
H 4.463 0.309 2.377  0.11
H 5.785 -0.797 2.136  0.12
H 5.985 1.961 3.382  0.08
H 6.731 1.355 1.917  0.08
H 7.278 0.769 3.497  0.07
O 5.629 -1.923 -1.908  -0.21
P 4.376 -2.657 -2.223  0.57
O 3.627 -2.808 -0.782  -0.21
C 3.184 -1.626 -0.111  -0.27
C 2.142 -0.858 -0.904  -0.06
O 4.992 -4.170 -2.435  -0.24
C 6.325 -4.337 -2.928  -0.29
C 7.267 -4.709 -1.800  -0.08
O 3.096 -2.969 -3.166  -0.21
C 2.397 -4.221 -3.197  -0.25
C 1.468 -4.465 -2.026  -0.07
H 4.043 -0.988 0.114  0.10
H 2.754 -1.948 0.838  0.12
H 2.571 -0.443 -1.822  0.08
H 1.742 -0.034 -0.314  0.08
H 1.318 -1.504 -1.202  0.06
H 6.661 -3.434 -3.434  0.10
H 6.297 -5.135 -3.673  0.11
H 7.105 -4.083 -0.924  0.07
H 8.307 -4.611 -2.114  0.08
H 7.096 -5.741 -1.487  0.07
H 3.081 -5.055 -3.330  0.11
H 1.793 -4.176 -4.105  0.12
H 2.013 -4.764 -1.133  0.08
H 0.781 -5.280 -2.268  0.08
H 0.884 -3.578 -1.785  0.05

E_HOMO, eV: -2.4354
Net charge: -1
Gap between HOMO and LUMO, eV: 3.387